Record 1
Molecular formula: C55H75BF4O4Si2
Method: DFT, ωB97M-V/def2-TZVPD

```
141
Properties=species:S:1:pos:R:3:forces:R:3:mulliken_charge:R:1
C 7.24668 -0.25456 3.04124 0.021 -0.238 -0.103 -1.446
C 6.37183 -0.65885 1.83838 0.192 0.174 0.147 0.019
B 5.25070 0.36325 1.41728 0.129 0.049 0.033 0.215
O 5.19012 1.61894 1.98803 0.039 0.169 -0.940 -0.588
Si 3.76638 -0.13264 0.11605 -0.456 -0.238 0.482 -0.272
C 2.19330 -0.14889 1.13058 0.178 -0.026 0.112 -0.446
C 1.77097 1.28018 1.53838 -0.143 0.153 -0.015 -0.648
C 0.63374 1.90822 0.72741 -0.074 0.023 -0.040 -0.672
C -0.59343 1.00684 0.56795 0.063 0.123 -0.470 0.138
C -1.90656 1.77637 0.36000 0.173 -0.213 0.358 -0.778
C -3.16147 0.96795 0.75551 -0.029 0.215 -0.288 -0.932
C -4.05089 0.51817 -0.42781 0.063 0.179 0.371 -0.060
C -5.45934 1.12383 -0.40259 -0.057 -0.091 -0.213 -1.159
C -6.47578 0.30770 -1.20549 0.020 -0.109 0.242 -0.713
C -6.93162 -0.96513 -0.47110 0.020 -0.007 -0.299 -0.305
C -8.33516 -1.44273 -0.88560 0.117 -0.128 0.163 -0.873
O -9.23937 -1.51210 0.20799 -0.018 -0.133 -0.149 -0.422
C -9.02478 -2.62129 1.06165 0.119 0.139 0.228 -0.899
C 3.64711 1.18908 -1.24615 -0.111 -0.196 0.101 -0.067
C 2.57283 1.10697 -2.29385 0.131 -0.166 0.282 -0.094
O 2.45557 1.79459 -3.24035 -0.147 0.126 -0.391 -0.564
F 1.64526 0.12132 -2.06327 0.300 0.181 0.104 -0.045
O 4.05405 -1.65985 -0.51875 0.209 0.692 -0.265 -0.212
Si 4.79121 -1.91683 -1.97513 -0.082 -0.511 -0.177 0.347
C 6.65905 -1.69756 -1.93020 -0.064 0.103 -0.356 -0.910
C 7.23602 -0.27366 -2.00786 0.306 -0.409 0.471 -0.141
C 7.23263 0.34600 -3.37670 -0.114 0.118 0.409 0.705
F 5.99296 0.55105 -3.84545 -0.266 -0.034 -0.103 -0.140
F 7.82920 1.54567 -3.34473 0.224 0.360 0.015 -0.277
F 7.88491 -0.39170 -4.27743 0.124 -0.285 -0.235 -0.298
H 6.72605 0.44328 3.70004 0.062 -0.007 0.019 0.311
H 8.19450 0.19012 2.72953 -0.094 0.111 0.004 0.334
H 7.49953 -1.13428 3.63511 0.049 0.077 0.024 0.364
H 7.00711 -0.89780 0.97556 -0.102 -0.073 -0.016 0.024
H 5.85174 -1.60038 2.06042 -0.015 0.023 -0.115 0.347
H 6.06329 2.01438 2.10442 -0.025 -0.176 0.680 0.262
H 2.45923 -0.68922 2.04764 -0.041 -0.104 -0.096 0.528
H 1.39373 -0.73252 0.66881 -0.035 0.150 -0.035 0.255
H 2.63042 1.96087 1.48971 0.007 -0.055 0.116 0.429
H 1.46147 1.28642 2.58790 -0.002 -0.089 -0.042 0.532
H 0.33615 2.83394 1.23339 0.049 -0.037 0.007 0.243
H 0.97857 2.22163 -0.26549 0.018 -0.031 0.036 0.155
H -0.67968 0.31483 1.41130 -0.003 0.133 0.071 0.506
H -0.42909 0.40291 -0.32788 -0.046 -0.252 0.227 -0.648
H -1.86214 2.68909 0.96171 -0.041 0.024 -0.099 0.405
H -1.96517 2.06779 -0.69239 -0.069 0.206 0.095 0.445
H -2.84868 0.09375 1.33129 -0.059 0.050 0.040 0.429
H -3.76449 1.58853 1.42377 -0.008 -0.117 0.032 0.428
H -4.12639 -0.57242 -0.42442 0.016 0.032 -0.138 -0.085
H -3.56697 0.83812 -1.35493 -0.043 -0.316 -0.094 0.429
H -5.41913 2.13925 -0.80926 0.031 0.012 0.119 0.286
H -5.81796 1.20535 0.62925 0.039 0.009 -0.032 0.532
H -6.02526 0.02015 -2.16148 -0.157 0.152 -0.083 0.294
H -7.35780 0.91987 -1.41571 0.069 0.026 -0.035 0.514
H -6.93829 -0.78122 0.60721 -0.037 -0.021 -0.037 0.310
H -6.21789 -1.76959 -0.66738 0.061 0.045 0.204 0.209
H -8.78270 -0.74956 -1.60040 0.007 -0.024 0.026 0.603
H -8.28045 -2.43230 -1.35540 -0.042 0.071 -0.095 0.336
H -8.25571 -3.29243 0.66855 -0.077 -0.027 -0.024 0.344
H -8.69553 -2.27577 2.04619 0.009 -0.042 -0.022 0.297
H -9.95815 -3.17543 1.18711 0.013 0.020 -0.069 0.337
H 4.58719 1.32694 -1.78602 -0.064 0.075 -0.004 0.418
H 3.47109 2.13201 -0.71233 0.049 -0.025 -0.037 0.658
H 4.23136 -1.02040 -3.00412 -0.073 0.044 0.044 -0.162
H 4.50696 -3.30552 -2.38857 0.044 -0.037 0.113 -0.254
H 7.02434 -2.26636 -2.79455 0.039 -0.003 0.060 0.573
H 7.07527 -2.20601 -1.05705 -0.099 0.028 0.021 0.424
H 6.73635 0.41032 -1.31687 -0.022 0.078 -0.131 -0.170
H 8.28728 -0.29695 -1.70540 -0.032 0.082 -0.018 0.298
C -12.62648 2.79270 -2.22960 0.000 -0.001 0.000 -0.406
C -13.02149 1.48577 -2.48058 0.002 0.004 -0.001 -0.353
C -12.33902 0.42944 -1.89266 0.003 -0.008 -0.001 -0.556
C -11.26370 0.67435 -1.04832 0.010 0.022 -0.022 -0.165
C -10.87255 1.98361 -0.79855 0.016 0.003 0.001 -0.554
C -11.55025 3.04164 -1.38891 -0.002 -0.001 -0.002 -0.381
H -13.15717 3.61691 -2.68901 0.000 0.000 -0.001 0.356
H -13.86188 1.29130 -3.13490 0.003 -0.001 -0.005 0.363
H -12.64569 -0.58976 -2.09254 -0.005 0.000 0.006 0.379
H -10.72755 -0.14607 -0.58662 -0.121 0.053 0.019 0.600
H -10.03546 2.17778 -0.13893 0.001 -0.004 0.001 0.392
H -11.24071 4.06065 -1.19382 -0.003 0.001 0.004 0.364
C 11.16681 1.40531 -0.76212 -0.050 -0.014 -0.037 -0.388
C 12.33815 0.72526 -0.45905 -0.003 -0.009 -0.006 -0.472
C 12.77657 0.64982 0.85541 0.004 -0.009 -0.002 -0.353
C 12.04091 1.25031 1.86701 -0.008 0.001 0.024 -0.461
C 10.86864 1.92968 1.56495 -0.027 -0.016 0.003 -0.351
C 10.43108 2.00917 0.24927 0.002 -0.038 0.014 -0.347
H 10.82751 1.46497 -1.78900 -0.003 0.022 0.002 0.431
H 12.90953 0.25430 -1.24846 0.004 0.008 -0.003 0.373
H 13.69224 0.12333 1.09161 -0.003 -0.005 0.000 0.367
H 12.38133 1.18937 2.89266 0.001 0.005 0.000 0.365
H 10.29834 2.39606 2.35866 0.000 0.022 -0.013 0.421
H 9.51928 2.54249 0.00948 0.008 0.012 -0.004 0.418
C -0.32735 -2.33952 -1.33416 -0.103 -0.116 -0.051 -0.201
C 0.79023 -3.12480 -1.09260 0.068 0.139 -0.003 -0.142
C 0.65877 -4.49584 -0.92243 -0.021 0.016 -0.036 -0.595
C -0.59591 -5.08315 -1.01063 -0.008 -0.006 -0.010 -0.384
C -1.71446 -4.30031 -1.26654 -0.002 -0.018 0.026 -0.476
C -1.58205 -2.92793 -1.42547 0.009 0.027 0.063 -0.500
H -0.21283 -1.27292 -1.45983 -0.027 -0.026 -0.069 0.316
H 1.76090 -2.64751 -1.04124 0.048 -0.100 0.058 0.369
H 1.53262 -5.10501 -0.72937 0.002 -0.002 0.001 0.411
H -0.70305 -6.15308 -0.88468 -0.001 0.000 0.003 0.363
H -2.69117 -4.76190 -1.33896 -0.001 -0.002 -0.001 0.378
H -2.45573 -2.31596 -1.61367 0.004 0.002 -0.021 0.417
C -6.94268 -5.53650 5.00514 0.002 0.002 -0.001 -0.354
C -6.90892 -5.08173 6.31610 0.001 0.001 0.000 -0.380
C -7.90769 -4.23962 6.78526 0.001 0.000 -0.001 -0.332
C -8.94339 -3.85536 5.94491 0.011 -0.002 0.003 -0.467
C -8.97812 -4.31225 4.63484 -0.015 0.011 -0.024 -0.278
C -7.97714 -5.15066 4.16393 0.002 0.004 -0.003 -0.359
H -6.16279 -6.19181 4.63908 0.001 0.000 0.000 0.359
H -6.10325 -5.38386 6.97279 0.003 0.005 -0.001 0.354
H -7.87848 -3.88194 7.80645 -0.003 -0.005 0.002 0.356
H -9.72322 -3.19989 6.31067 -0.001 0.000 -0.001 0.357
H -9.78710 -4.01398 3.97989 -0.003 0.000 0.003 0.392
H -8.00329 -5.50416 3.14078 -0.005 -0.007 0.002 0.357
C 1.24157 4.08637 4.46814 -0.008 -0.009 -0.003 -0.408
C 2.39137 3.34895 4.71494 0.046 -0.019 -0.046 -0.108
C 2.81676 3.14130 6.01976 -0.020 0.005 0.006 -0.551
C 2.08917 3.66764 7.07834 0.002 -0.003 0.000 -0.360
C 0.93804 4.40314 6.83160 0.001 0.001 0.001 -0.420
C 0.51496 4.61424 5.52646 -0.001 -0.003 -0.001 -0.399
H 0.91183 4.24951 3.44950 0.002 -0.001 -0.001 0.326
H 2.95721 2.93570 3.88883 0.010 0.006 0.006 0.448
H 3.71530 2.56851 6.21123 -0.003 -0.005 0.001 0.375
H 2.41874 3.50396 8.09638 0.000 0.002 0.001 0.364
H 0.36998 4.81209 7.65727 0.002 0.004 0.000 0.360
H -0.38092 5.19064 5.33430 -0.003 -0.004 0.001 0.375
C 3.66245 1.35747 -9.34587 -0.002 0.001 0.002 -0.422
C 4.87915 0.73335 -9.10720 0.002 0.001 0.000 -0.372
C 5.40009 0.69936 -7.82079 -0.001 0.002 -0.001 -0.436
C 4.70305 1.28547 -6.77297 -0.030 0.013 -0.042 -0.081
C 3.48469 1.90712 -7.01110 -0.012 0.009 -0.002 -0.607
C 2.96605 1.94489 -8.29817 0.004 -0.006 -0.001 -0.350
H 3.25617 1.38523 -10.34904 0.000 0.000 0.000 0.353
H 5.42093 0.27320 -9.92386 0.002 0.005 -0.001 0.357
H 6.35098 0.21580 -7.63391 -0.003 -0.005 0.002 0.387
H 5.10617 1.25676 -5.77171 -0.020 0.019 -0.032 0.374
H 2.94058 2.35753 -6.19061 0.001 -0.010 0.007 0.427
H 2.01709 2.43133 -8.48493 -0.003 -0.005 0.000 0.366
```
Forces are in eV/Å.

The calculation puts the highest occupied orbital energy at -9.07 eV. Its total energy is -93747.3105 eV.



Record 2
Molecular formula: C27H61BrGePdSbSi4
Method: DFT, ωB97M-V/def2-TZVPD

```
96
Properties=species:S:1:pos:R:3:forces:R:3:mulliken_charge:R:1
Pd 0.46763 -0.35709 0.13558 -0.020 -0.179 -0.014 -1.820
C -1.10076 -2.53478 -2.11206 -0.026 -0.049 -0.063 -1.143
Si -0.39996 -2.65517 -0.36306 0.021 0.148 -0.038 0.915
C 1.03527 -3.92925 -0.38494 -0.032 -0.084 0.023 2.419
C 1.93081 -3.80028 0.84938 0.019 -0.023 0.004 -1.493
C 1.90529 -3.71099 -1.62812 0.009 0.008 -0.014 -1.975
C 0.46823 -5.35532 -0.44170 -0.008 -0.003 -0.010 -1.949
C -1.87137 -3.12909 0.77922 -0.017 0.025 0.054 2.783
C -1.39814 -3.60553 2.15420 -0.019 -0.014 0.006 -1.457
C -2.78259 -4.20356 0.17111 -0.016 0.025 -0.024 -1.861
C -2.70962 -1.85921 0.96251 -0.072 -0.034 0.005 -1.664
H -1.54377 -3.48684 -2.42394 0.042 -0.008 0.005 0.408
H -0.32671 -2.27817 -2.83633 -0.013 -0.027 0.041 0.254
H -1.87828 -1.77089 -2.17621 0.005 -0.039 0.010 0.050
H 2.36300 -2.79989 0.91601 -0.002 -0.010 0.009 0.059
H 2.75764 -4.51739 0.78468 -0.007 -0.002 0.008 0.556
H 1.38979 -4.00693 1.77479 -0.012 0.009 -0.010 0.216
H 2.37992 -2.72889 -1.62295 -0.010 0.006 -0.007 0.357
H 1.34033 -3.81346 -2.55717 -0.010 -0.018 0.030 0.332
H 2.69967 -4.46568 -1.64525 0.014 0.022 0.001 0.513
H -0.05600 -5.62453 0.47671 -0.005 -0.013 -0.041 0.344
H 1.28935 -6.06986 -0.57021 -0.003 0.003 0.000 0.490
H -0.21979 -5.49375 -1.27995 0.014 -0.001 -0.003 0.328
H -0.88991 -4.57059 2.09981 -0.011 0.048 0.031 0.329
H -2.25458 -3.72190 2.82882 0.006 0.000 -0.008 0.547
H -0.70976 -2.89378 2.61554 0.000 0.052 0.018 -0.178
H -2.27872 -5.16069 0.04032 0.038 -0.015 -0.008 0.341
H -3.18173 -3.89591 -0.79738 0.007 0.003 0.008 0.353
H -3.63854 -4.37057 0.83562 0.010 -0.009 -0.001 0.510
H -2.11402 -1.04111 1.37036 0.021 0.053 0.034 -0.240
H -3.54658 -2.04989 1.64515 -0.013 -0.004 -0.012 0.655
H -3.12928 -1.51295 0.01370 0.016 0.012 0.027 0.206
Br 6.74031 -0.30661 -2.37598 0.007 0.002 -0.006 -0.202
C 5.00730 -0.28044 -1.60560 -0.029 0.004 -0.003 -0.516
C 4.86648 -0.41897 -0.23608 0.006 0.006 0.001 -0.565
C 3.59099 -0.40258 0.31772 0.001 0.004 0.024 0.019
C 2.44739 -0.25480 -0.46552 0.122 0.061 -0.092 0.506
C 2.63493 -0.10651 -1.84183 -0.028 -0.064 0.006 -0.423
C 3.89833 -0.12167 -2.41966 0.027 -0.022 0.013 -0.165
H 5.74019 -0.53999 0.39094 -0.004 0.001 -0.001 0.420
H 3.51596 -0.51973 1.39472 -0.010 -0.011 0.010 0.220
H 1.77748 0.01915 -2.49775 0.003 -0.009 0.011 0.398
H 4.01894 -0.01055 -3.48955 -0.001 0.000 0.001 0.478
C -0.82225 0.07814 4.06429 -0.029 -0.013 0.023 -1.351
Sb 0.81958 -0.12907 2.71497 -0.038 -0.048 -0.010 0.533
C 1.80684 -1.72185 3.73884 0.032 0.006 0.010 -1.365
C 2.06286 1.41055 3.50989 0.028 0.028 -0.014 -1.377
H -0.45356 -0.03327 5.08408 0.001 -0.009 -0.009 0.575
H -1.56937 -0.68746 3.86122 -0.001 -0.023 0.001 0.355
H -1.27930 1.05937 3.95184 -0.020 -0.095 0.018 0.403
H 1.92183 -1.43594 4.78450 -0.006 0.000 -0.005 0.582
H 2.78878 -1.89346 3.30043 -0.008 -0.010 -0.009 0.371
H 1.22871 -2.64006 3.67116 0.005 0.004 0.013 0.409
H 2.09086 1.30314 4.59432 0.005 0.003 -0.008 0.544
H 1.68666 2.39570 3.24622 -0.021 -0.014 0.001 0.285
H 3.06862 1.30266 3.10540 -0.008 0.012 0.002 0.414
C 2.39712 3.42110 0.46201 0.019 -0.004 0.002 -0.685
Si 1.12057 3.46749 -0.90949 -0.010 0.008 -0.016 0.379
C 0.36805 5.19585 -0.94811 0.026 0.018 0.011 -1.156
C 1.97687 3.20756 -2.55911 0.032 -0.006 -0.010 -0.742
Ge -0.62410 1.86431 -0.53956 -0.025 0.123 0.081 0.082
Si -2.15231 2.83562 1.02416 0.000 -0.016 -0.009 0.414
C -3.48494 1.65229 1.61454 -0.021 -0.017 -0.040 -0.974
C -3.05499 4.28172 0.22585 -0.006 0.040 0.018 -1.123
C -1.23663 3.49848 2.53021 0.040 0.015 0.013 -0.612
Si -1.78939 1.60329 -2.60626 0.007 -0.033 -0.018 0.610
C -3.47166 0.81151 -2.33133 -0.012 -0.001 -0.009 -1.020
C -0.80075 0.62003 -3.86559 0.057 -0.044 0.018 -0.583
C -2.07114 3.31216 -3.34620 -0.031 -0.028 -0.054 -1.048
H 3.22985 4.09143 0.23072 -0.011 0.002 -0.001 0.452
H 2.79725 2.41282 0.58890 -0.007 0.010 0.006 0.018
H 1.95943 3.74667 1.40833 0.007 -0.014 0.009 0.198
H 1.15815 5.92631 -1.14796 -0.007 -0.003 0.000 0.423
H -0.09625 5.46289 0.00299 0.006 -0.005 0.015 0.232
H -0.38581 5.29776 -1.73137 0.004 -0.013 0.007 0.278
H 2.63303 4.06061 -2.75652 0.003 -0.006 -0.007 0.477
H 1.26508 3.13820 -3.38413 -0.010 0.012 -0.003 0.163
H 2.58871 2.30484 -2.55811 -0.035 0.085 -0.001 0.098
H -4.02201 1.21382 0.77022 0.002 -0.004 0.019 0.249
H -4.20825 2.19704 2.22878 0.005 -0.003 -0.010 0.448
H -3.08854 0.83327 2.21244 0.038 -0.044 0.033 0.143
H -3.71208 3.94318 -0.57810 0.005 -0.009 0.002 0.252
H -2.37590 5.03177 -0.18320 -0.028 -0.039 0.004 0.294
H -3.68123 4.76787 0.98062 -0.001 0.007 -0.018 0.395
H -0.64631 2.73027 3.03389 -0.010 0.093 -0.070 -0.240
H -1.95145 3.89702 3.25625 0.010 0.005 0.002 0.413
H -0.55639 4.30666 2.25464 0.019 0.027 -0.020 0.292
H -3.40517 -0.15616 -1.83082 0.015 0.025 -0.011 0.129
H -3.97643 0.66318 -3.29024 -0.010 -0.006 0.014 0.473
H -4.10360 1.45859 -1.71804 0.000 -0.002 -0.003 0.270
H -0.36959 -0.28884 -3.44323 -0.050 0.098 -0.022 -0.380
H 0.01624 1.22894 -4.25978 0.012 -0.007 0.006 0.347
H -1.43529 0.32658 -4.70649 -0.002 0.024 -0.006 0.468
H -2.64156 3.96451 -2.68407 0.003 0.001 0.012 0.218
H -2.62878 3.21102 -4.28285 0.004 0.019 0.008 0.401
H -1.12524 3.80656 -3.57676 0.002 -0.005 0.007 0.223
```
Forces are in eV/Å.

Its multiplicity is 4. The calculation puts the highest occupied orbital energy (alpha / beta) at -6.59 / -8.40 eV. Its total energy is -197076.4821 eV. As for the energy relative to the best compared isomer or geometry (same formula, charge and spin): 7.5 kJ/mol. Its expectation value of S² is 3.758.



Which formula does entry 2 have?
C27H61BrGePdSbSi4